# 1
C26H16IrN5OS | ωB97M-V/def2-TZVPD

Computed properties:
net charge: +3
highest occupied orbital energy (alpha / beta): -0.624 / -0.624 Ha
2S+1: 2
lowest unoccupied orbital energy (alpha / beta): -10.83 / -13.02 eV

Structure (XYZ):
```
50
Properties=species:S:1:pos:R:3:mulliken_spin:R:1
Ir 0.5603 0.3209 0.2744 0.01
S 7.5865 -1.1186 2.5780 0.00
N 7.0497 -0.0341 1.5233 0.00
C 5.7332 -0.1660 1.4725 0.00
C 4.8416 0.6250 0.6497 0.00
C 5.2208 1.6570 -0.2179 0.00
C 4.2430 2.3242 -0.9287 0.00
C 2.9078 1.9719 -0.7707 0.00
N 2.5341 0.9869 0.0530 0.00
C 3.4892 0.3224 0.7475 0.00
C 2.9953 -0.7194 1.6040 0.00
N 1.6503 -0.8835 1.5715 -0.01
C 1.0881 -1.7971 2.3748 0.00
C 1.8576 -2.5922 3.2149 0.00
C 3.2303 -2.4416 3.2413 0.00
C 3.8265 -1.4781 2.4162 0.00
C 5.2415 -1.1820 2.3324 0.00
N 6.1972 -1.7947 3.0136 0.00
H 6.2670 1.9185 -0.3168 0.00
H 4.4955 3.1277 -1.6059 0.00
H 2.1224 2.4885 -1.3057 0.00
H 0.0116 -1.8931 2.3314 0.00
H 1.3647 -3.3206 3.8431 0.00
H 3.8499 -3.0489 3.8899 0.00
N -1.1133 0.2038 -0.4213 0.08
C -2.2885 0.1234 -0.9030 0.03
C -3.3188 -0.7366 -0.3189 0.01
C -3.3510 -0.9813 1.0579 -0.01
C -4.3496 -1.7783 1.5844 0.02
C -5.3049 -2.3456 0.7430 -0.01
C -5.2719 -2.1143 -0.6261 0.01
C -4.2837 -1.3069 -1.1635 0.02
C -2.6728 0.9490 -2.0856 0.13
C -3.9361 1.6474 -2.0030 0.25
C -4.4372 2.3798 -3.0877 0.01
C -3.6935 2.4441 -4.2335 0.15
C -2.4403 1.7614 -4.3153 0.25
C -1.9272 1.0250 -3.2277 0.06
H -2.6262 -0.5095 1.7091 0.00
H -4.3987 -1.9531 2.6504 0.00
H -6.0829 -2.9704 1.1612 0.00
H -6.0099 -2.5690 -1.2724 0.00
H -4.2380 -1.1660 -2.2375 0.00
H -4.4806 1.6116 -1.0669 0.00
H -5.3836 2.8968 -3.0059 0.00
H -4.0306 3.0106 -5.0923 0.01
H -1.8930 1.8056 -5.2494 0.00
H -0.9938 0.4879 -3.3265 0.00
O -0.0286 2.8900 1.6351 0.00
C 0.1904 1.9214 1.1095 0.00
```

***

# 2
C12H24N3O6P2PdS | ωB97M-V/def2-TZVPD

Computed properties:
net charge: +3
highest occupied orbital energy (alpha / beta): -0.656 / -0.657 Ha
lowest unoccupied orbital energy (alpha / beta): -11.04 / -11.05 eV

Structure (XYZ):
```
49
Properties=species:S:1:pos:R:3:lowdin_charge:R:1
Pd 0.5561 0.1604 1.6171 0.99
C 1.5230 1.7866 4.3110 0.00
C 1.7953 1.5646 2.8530 -0.33
C 2.6321 0.5295 2.4135 -0.06
C 2.9925 0.3944 1.0514 -0.22
C 3.9352 -0.6793 0.6604 0.01
C 2.5313 1.3542 0.0819 0.03
C 1.6852 2.3454 0.4500 -0.23
C 1.1919 3.3978 -0.4869 0.00
C 1.2481 2.3786 1.8392 0.02
H 2.2754 2.4701 4.7099 0.12
H 1.5865 0.8564 4.8721 0.10
H 0.5443 2.2367 4.4711 0.10
H 3.0640 -0.1426 3.1446 0.15
H 4.9464 -0.2669 0.7745 0.14
H 3.8134 -0.9772 -0.3787 0.11
H 3.8634 -1.5451 1.3159 0.11
H 2.8629 1.2616 -0.9445 0.15
H 1.8284 4.2828 -0.3975 0.12
H 0.1749 3.7045 -0.2439 0.10
H 1.2359 3.0629 -1.5207 0.10
H 0.5358 3.1433 2.1322 0.15
N -3.3602 -2.8196 1.9049 0.21
C -2.2932 -1.7742 2.1826 -0.48
C -2.2487 -1.5240 3.6977 -0.05
P -2.6059 -0.2041 1.3434 0.49
O -4.0279 0.2293 1.8280 -0.04
O -3.0160 -0.6108 -0.1834 -0.55
O -1.5172 0.7986 1.4884 -0.29
P -0.7012 -2.5372 1.4616 0.34
O 0.3696 -2.4662 2.6186 -0.12
O -1.1515 -3.8807 1.0612 -0.23
O -0.2387 -1.4828 0.4617 -0.44
H -3.8741 -3.0436 2.7607 0.18
H -2.8132 -3.6606 1.5712 0.14
H -4.0494 -2.5818 1.1875 0.17
H -3.1954 -1.1289 4.0689 0.10
H -1.4553 -0.8214 3.9525 0.09
H -2.0233 -2.4592 4.2136 0.11
H -4.2295 1.1699 1.9538 0.14
H 0.5526 -3.2975 3.0851 0.13
N -2.7847 -0.5210 -3.9904 0.18
C -3.2039 -0.3674 -2.7506 -0.62
N -4.4193 0.0215 -2.4530 0.20
S -1.9930 -0.7364 -1.5378 1.16
H -3.3803 -0.3170 -4.7832 0.16
H -1.8664 -0.8820 -4.2087 0.14
H -5.1042 0.1941 -3.1785 0.16
H -4.7269 0.1173 -1.4972 0.12
```

***

# 3
H28O14 | ωB97M-V/def2-TZVPD

Computed properties:
ΔE to the lowest compared entry with this formula, charge and spin: 151.68 kJ/mol
net charge: 0
highest occupied orbital energy: -0.389 Ha
lowest unoccupied orbital energy: -0.36 eV

Structure (XYZ):
```
42
Properties=species:S:1:pos:R:3:nbo_charge:R:1
O -1.7177 -2.1328 -2.1715 -0.97
H -2.6488 -2.0721 -2.0310 0.48
H -1.5037 -3.0674 -2.2514 0.50
O 3.2044 1.9615 1.8826 -0.96
H 3.4789 2.8780 1.8157 0.49
H 3.8945 1.4068 1.4937 0.51
O 0.9830 0.7966 1.0685 -1.00
H 1.1785 -0.0906 0.7641 0.48
H 1.8204 1.2288 1.3699 0.51
O -3.4153 2.0544 -1.7505 -0.95
H -2.6333 2.6116 -1.7779 0.49
H -3.1300 1.1437 -1.7479 0.45
O -0.9916 -2.1781 3.5131 -0.95
H -1.6725 -1.5410 3.2860 0.48
H -0.2972 -1.7073 3.9796 0.47
O 4.7072 -0.7412 0.9352 -0.98
H 4.7469 -0.8617 1.8821 0.47
H 4.0092 -1.2904 0.5685 0.49
O -1.2279 0.5333 -3.3101 -1.00
H -0.7753 0.7358 -4.1238 0.50
H -1.7387 -0.2609 -3.1845 0.49
O 2.6581 -2.2022 -0.0021 -0.99
H 1.8291 -2.6959 -0.0188 0.52
H 3.2609 -2.9255 -0.2215 0.49
O -0.7730 1.9895 -0.5732 -1.02
H -0.0070 1.5965 -0.0846 0.50
H -0.7729 1.2486 -1.2069 0.48
O -1.7108 0.5609 2.0393 -0.99
H -0.8299 0.1716 2.0417 0.49
H -1.6075 1.2629 1.3809 0.50
O -2.7633 -1.8913 1.1714 -0.96
H -2.5495 -1.6026 0.2864 0.46
H -3.0994 -1.1141 1.6308 0.50
O -0.2680 -2.7838 0.1523 -1.00
H -0.7702 -2.2651 -0.4846 0.48
H -0.9093 -3.0547 0.8197 0.51
O -0.6348 4.8050 -1.1101 -0.95
H -0.2434 4.0005 -0.7319 0.48
H -1.2254 5.0132 -0.3752 0.46
O 1.7805 -0.1006 -1.6184 -0.96
H 2.1618 -0.6534 -0.9160 0.48
H 1.1006 -0.6202 -2.0454 0.47
```

***

# 4
C30H29N9O2STa | ωB97M-V/def2-TZVPD

Computed properties:
net charge: +3
highest occupied orbital energy: -0.594 Ha
lowest unoccupied orbital energy: -9.73 eV

Structure (XYZ):
```
72
Properties=species:S:1:pos:R:3:lowdin_charge:R:1
Ta -0.3190 0.2385 -0.2055 1.77
C -2.4029 3.2020 2.5696 0.01
C -2.0726 2.4057 1.4778 -0.08
N -0.9570 1.6808 1.4373 -0.02
C -0.0896 1.7271 2.4860 -0.17
C -0.3636 2.4895 3.6419 -0.13
C -1.5621 3.2301 3.6586 0.07
C 0.5988 2.5229 4.6753 0.02
C 1.8054 1.9114 4.4829 -0.02
C 2.0933 1.2054 3.2991 0.03
C 1.1361 1.0434 2.3199 -0.21
N 1.2339 0.3715 1.0817 -0.12
C 2.4835 -0.1219 0.6292 -0.23
C 3.4730 -0.7425 1.3577 -0.01
C 4.7173 -1.0360 0.7639 -0.03
C 4.9757 -0.7228 -0.5421 0.02
C 3.9509 -0.1738 -1.3460 -0.13
C 4.0946 0.1464 -2.7118 0.06
C 3.0147 0.6293 -3.4123 0.00
C 1.7857 0.7627 -2.7648 -0.10
N 1.6161 0.4948 -1.4782 -0.05
C 2.6937 0.0691 -0.7558 -0.19
H -3.3150 3.7804 2.5463 0.13
H -2.7351 2.3381 0.6231 0.13
H -1.8053 3.8335 4.5248 0.15
H 0.3833 3.0593 5.5900 0.14
H 2.5728 1.9809 5.2415 0.13
H 3.0961 0.8351 3.1696 0.11
H 3.3135 -1.0296 2.3869 0.12
H 5.4873 -1.4926 1.3710 0.13
H 5.9508 -0.9058 -0.9748 0.14
H 5.0509 0.0068 -3.2013 0.14
H 3.0949 0.8965 -4.4562 0.13
H 0.9128 1.0894 -3.3167 0.12
N -1.1909 -1.3612 1.8404 0.03
N -2.5423 -0.9540 1.8448 0.03
C -3.0910 -0.4046 0.7045 -0.63
O -4.2434 -0.1309 0.5965 0.18
O -2.1399 -0.1420 -0.2169 -0.32
H -1.1443 -2.3716 1.7397 0.11
H -0.7850 -1.1156 2.7377 0.11
H -3.1940 -1.4218 2.4599 0.17
N 1.3425 -3.1739 -3.1328 0.18
C 1.1432 -2.9596 -1.8440 -0.72
S -0.2879 -2.0319 -1.4107 0.70
N 1.9110 -3.4337 -0.8896 0.10
C 2.9623 -4.4076 -0.8665 -0.21
C 3.6981 -4.4558 0.3146 -0.03
C 4.7213 -5.3738 0.4610 -0.04
C 5.0130 -6.2613 -0.5660 -0.03
C 4.2636 -6.2277 -1.7308 -0.04
C 3.2381 -5.3076 -1.8899 -0.02
H 0.6472 -2.8760 -3.7977 0.12
H 2.0778 -3.7764 -3.4661 0.11
H 1.6814 -3.0992 0.0338 0.12
H 3.4672 -3.7789 1.1315 0.11
H 5.2888 -5.4030 1.3811 0.12
H 5.8073 -6.9859 -0.4538 0.13
H 4.4636 -6.9329 -2.5260 0.13
H 2.6444 -5.3654 -2.7901 0.10
C -2.9525 3.0490 -4.3303 0.04
N -2.0081 2.8461 -3.2351 -0.08
C -1.1036 3.7700 -2.7644 0.00
C -0.4174 3.1711 -1.7578 -0.10
N -0.9014 1.8859 -1.6095 -0.11
C -1.8661 1.7305 -2.5263 -0.11
H -3.4111 4.0306 -4.2414 0.11
H -3.7281 2.2895 -4.2914 0.11
H -2.4413 2.9901 -5.2895 0.11
H -1.0267 4.7651 -3.1692 0.15
H 0.3615 3.5714 -1.1309 0.13
H -2.4693 0.8448 -2.6490 0.15
```

***

# 5
C15H35ClN5O5 | ωB97M-V/def2-TZVPD

Computed properties:
ΔE to the lowest compared entry with this formula, charge and spin: 0.00 kJ/mol
net charge: -1
highest occupied orbital energy: -0.261 Ha
lowest unoccupied orbital energy: 2.66 eV

Structure (XYZ):
```
61
Properties=species:S:1:pos:R:3:nbo_charge:R:1
Cl -0.1641 -0.3733 -0.2488 -0.91
C -1.4326 -4.8467 0.4037 -0.70
C -2.7214 -4.0712 0.5888 0.67
O -3.7781 -4.6526 0.7977 -0.66
N -2.6227 -2.7402 0.4273 -0.62
C -3.7665 -1.8492 0.3635 -0.42
H -1.4603 -5.3420 -0.5684 0.23
H -1.3371 -5.5878 1.1919 0.23
H -0.5513 -4.2035 0.3461 0.21
H -1.7162 -2.3177 0.3095 0.43
H -4.6301 -2.3990 -0.0062 0.21
H -3.5196 -1.0374 -0.3160 0.21
H -4.0114 -1.4652 1.3557 0.19
C 2.7206 -2.1671 -1.5924 -0.71
C 3.1990 -0.9868 -2.4074 0.67
O 4.3175 -0.9646 -2.9098 -0.66
N 2.3239 0.0267 -2.5676 -0.64
C 2.6594 1.1804 -3.3695 -0.42
H 1.6488 -2.3193 -1.7085 0.23
H 2.9142 -1.9653 -0.5378 0.23
H 3.2815 -3.0390 -1.9162 0.23
H 1.5116 0.0762 -1.9647 0.43
H 2.8102 0.8980 -4.4092 0.20
H 3.5808 1.6575 -3.0151 0.20
H 1.9006 1.9501 -3.2387 0.21
C -1.2144 2.1842 2.5224 -0.72
C -1.7506 1.0998 3.4413 0.68
O -2.3337 1.3837 4.4777 -0.66
N -1.5070 -0.1716 3.0399 -0.63
C -1.6648 -1.3203 3.9007 -0.42
H -0.1983 2.4188 2.8419 0.24
H -1.8433 3.0574 2.6763 0.23
H -1.2112 1.8717 1.4781 0.23
H -0.8584 -0.2567 2.2716 0.42
H -2.1063 -0.9960 4.8409 0.23
H -0.7017 -1.7819 4.1344 0.18
H -2.2994 -2.0768 3.4365 0.20
C -1.3925 3.5164 -1.6140 -0.71
C -1.1595 2.8553 -2.9589 0.67
O -1.2579 3.4563 -4.0195 -0.65
N -0.8461 1.5433 -2.8812 -0.64
C -0.7439 0.7089 -4.0476 -0.42
H -1.3354 4.5962 -1.7061 0.23
H -0.5944 3.1994 -0.9370 0.22
H -2.3400 3.1867 -1.1912 0.23
H -0.8466 1.0918 -1.9738 0.43
H -1.7226 0.3868 -4.4258 0.18
H -0.2011 -0.2062 -3.8171 0.21
H -0.2611 1.2393 -4.8662 0.22
C 2.2224 2.4381 0.2038 -0.72
C 2.7210 1.9189 1.5343 0.68
O 3.5755 2.4990 2.1857 -0.66
N 2.1548 0.7604 1.9411 -0.64
C 2.6087 0.0841 3.1488 -0.41
H 1.2285 2.0915 -0.0661 0.23
H 2.9585 2.2334 -0.5742 0.24
H 2.2086 3.5289 0.2875 0.23
H 1.4956 0.2651 1.3537 0.43
H 1.7631 -0.5143 3.4952 0.19
H 2.8401 0.8158 3.9168 0.22
H 3.4570 -0.5681 2.9420 0.19
```

***

F_max across the listed records, respectively: 0.437; 2.094; 2.095; 1.996; 0.957 eV Å⁻¹.
DFT total energy across the listed records, respectively: -50366.1150; -62460.2495; -29120.0796; -61454.7495; -46340.3544 eV.